No. 1
Molecular formula: C48H120F6N8O16PSr
Method: DFT, ωB97M-V/def2-TZVPD

Positions of all 200 atoms, in Å:
Sr -2.385 17.762 3.841
P -5.827 17.194 3.610
F -5.475 16.603 5.120
F -4.856 18.459 3.858
F -4.527 16.442 3.073
F -6.224 17.598 2.117
F -6.570 15.716 3.506
F -7.216 17.868 4.213
C -13.309 20.161 -2.849
O -12.088 19.924 -2.223
C -12.059 19.502 -0.837
C -11.207 18.242 -0.553
N -11.932 17.029 -0.946
C -11.166 15.848 -0.395
C -11.606 15.513 1.077
O -10.936 16.144 2.144
C -9.582 15.953 2.238
H -14.025 19.340 -2.843
H -13.063 20.509 -3.852
H -13.718 21.073 -2.414
H -13.051 19.384 -0.400
H -11.661 20.294 -0.204
H -11.108 18.172 0.530
H -10.156 18.319 -0.831
H -11.932 17.086 -1.955
H -10.081 15.908 -0.482
H -11.397 14.983 -1.017
H -11.564 14.432 1.209
H -12.668 15.729 1.194
H -9.041 15.287 1.566
H -9.353 15.581 3.237
H -9.033 16.866 2.469
C -4.205 23.358 1.145
O -4.219 21.953 1.404
C -4.015 21.217 0.241
C -3.611 19.692 0.687
N -2.567 19.506 1.623
C -1.281 19.568 0.931
C -0.176 19.534 1.935
O -0.022 18.261 2.577
C 1.175 17.605 2.280
H -5.073 23.740 0.608
H -3.228 23.605 0.728
H -4.294 23.898 2.087
H -3.209 21.554 -0.410
H -4.966 21.193 -0.291
H -3.319 19.283 -0.280
H -4.525 19.179 0.985
H -2.667 20.410 2.062
H -1.198 20.381 0.210
H -1.238 18.642 0.358
H -0.350 20.280 2.711
H 0.750 19.833 1.446
H 2.050 18.232 2.451
H 1.165 17.030 1.355
H 1.332 16.874 3.073
C -7.453 16.305 8.445
O -8.222 15.125 8.474
C -7.646 14.102 9.296
C -8.457 12.808 9.457
N -7.767 11.691 10.119
C -6.652 11.024 9.425
C -7.116 10.227 8.239
O -8.040 9.240 8.633
C -8.756 8.432 7.638
H -8.048 17.150 8.099
H -6.723 16.100 7.662
H -6.989 16.435 9.423
H -7.414 14.524 10.274
H -6.687 13.810 8.867
H -8.740 12.498 8.451
H -9.372 12.955 10.031
H -8.264 11.041 10.710
H -6.057 10.288 9.965
H -5.823 11.686 9.174
H -6.324 9.634 7.781
H -7.438 10.890 7.436
H -9.217 7.596 8.162
H -8.095 7.880 6.970
H -9.554 8.916 7.074
C -8.292 13.559 -1.010
O -7.796 13.791 0.338
C -7.498 12.554 1.045
C -7.182 12.924 2.459
N -6.925 11.776 3.394
C -6.634 12.276 4.693
C -5.163 12.128 5.140
O -4.710 10.788 5.047
C -3.480 10.543 5.682
H -8.721 14.436 -1.495
H -8.910 12.688 -1.228
H -7.408 13.532 -1.646
H -6.553 12.056 0.827
H -8.278 11.794 1.064
H -8.106 13.348 2.853
H -6.339 13.613 2.528
H -5.974 11.489 3.211
H -7.317 11.812 5.405
H -6.993 13.301 4.788
H -4.919 12.350 6.179
H -4.515 12.727 4.500
H -3.294 11.010 6.649
H -2.684 10.913 5.037
H -3.397 9.477 5.895
C -12.042 17.071 8.053
O -10.952 17.996 7.745
C -10.503 17.761 6.404
C -9.383 18.719 6.029
N -9.783 20.007 6.425
C -8.643 20.913 6.529
C -7.953 21.302 5.194
O -6.815 22.142 5.252
C -6.865 23.446 4.751
H -11.708 16.069 7.780
H -12.990 17.186 7.529
H -12.284 17.069 9.116
H -11.323 17.885 5.696
H -10.029 16.784 6.316
H -9.290 18.668 4.944
H -8.442 18.416 6.488
H -10.325 19.979 7.277
H -7.929 20.638 7.305
H -9.123 21.795 6.952
H -8.695 21.587 4.447
H -7.755 20.291 4.839
H -6.877 23.551 3.666
H -5.998 24.029 5.060
H -7.684 24.100 5.051
C -3.754 21.287 4.254
O -2.877 20.166 4.655
C -1.842 20.743 5.439
C -0.893 19.843 6.061
N -0.361 18.817 5.133
C 0.694 17.933 5.736
C 2.062 18.666 5.946
O 2.138 19.628 4.885
C 3.421 20.025 4.372
H -3.217 21.728 3.415
H -4.118 22.032 4.962
H -4.704 20.856 3.938
H -2.415 21.389 6.104
H -1.312 21.224 4.616
H -1.178 19.378 7.004
H -0.108 20.543 6.345
H 0.299 19.427 4.671
H 0.900 17.092 5.074
H 0.246 17.639 6.685
H 2.831 17.894 5.899
H 2.088 19.066 6.959
H 3.726 19.324 3.596
H 4.184 19.850 5.131
H 3.533 21.030 3.966
C -4.167 18.888 7.221
O -3.457 17.922 6.452
C -2.920 16.880 7.307
C -2.850 15.602 6.377
N -1.947 15.723 5.153
C -2.142 14.587 4.183
C -1.419 14.930 2.827
O -2.036 16.032 2.199
C -2.033 15.967 0.723
H -5.159 18.475 7.399
H -4.296 19.784 6.613
H -3.719 19.246 8.149
H -3.565 16.539 8.117
H -2.009 17.261 7.769
H -3.835 15.197 6.146
H -2.354 14.806 6.932
H -1.044 15.519 5.556
H -3.203 14.428 3.992
H -1.757 13.699 4.684
H -1.669 14.091 2.177
H -0.330 14.970 2.805
H -1.040 15.585 0.487
H -2.227 16.912 0.217
H -2.840 15.335 0.353
C -1.212 15.737 -4.522
O -2.382 15.444 -3.852
C -2.312 14.586 -2.748
C -3.755 14.547 -2.142
N -4.051 15.911 -1.644
C -5.499 16.006 -1.311
C -6.296 16.340 -2.648
O -6.697 15.298 -3.496
C -5.993 15.271 -4.732
H -1.469 16.077 -5.525
H -0.534 14.893 -4.649
H -0.634 16.586 -4.157
H -1.639 14.955 -1.974
H -1.967 13.604 -3.074
H -3.693 13.911 -1.259
H -4.488 14.311 -2.914
H -3.866 16.570 -2.387
H -5.550 16.815 -0.583
H -5.910 15.239 -0.655
H -5.754 17.090 -3.224
H -7.128 16.954 -2.303
H -6.476 14.566 -5.408
H -5.072 14.688 -4.734
H -5.917 16.231 -5.243

Cartesian forces (eV/Å) of the 3 atoms listed first:
-0.92 1.58 -0.23
-3.45 -3.32 2.00
0.48 1.42 0.12

Calculated total energy = -122819.666 eV
Total charge = +1
Kohn-Sham gap = 7.356 eV
HOMO = -9.6 eV
Molar mass = 1298.11 g mol⁻¹
LUMO level = -2.214 eV

These are the Löwdin partial charges, in e, on atoms 1 to 6: atom 1 (Sr): 1.5585, atom 2 (P): 0.2469, atom 3 (F): -0.1818, atom 4 (F): -0.1949, atom 5 (F): -0.2006, atom 6 (F): -0.1123

No. 2
Molecular formula: C48H120F6N8O16PV
Method: DFT, ωB97M-V/def2-TZVPD

Positions of all 200 atoms, in Å:
V -8.002 20.229 -30.944
P -8.079 19.715 -34.638
F -8.447 21.250 -34.948
F -7.860 19.974 -33.069
F -9.658 19.351 -34.541
F -7.663 18.137 -34.377
F -8.192 19.351 -36.195
F -6.499 20.063 -34.869
C -6.295 16.984 -38.480
O -6.735 16.249 -39.645
C -7.089 17.041 -40.789
C -7.667 16.073 -41.875
N -7.998 16.832 -43.111
C -6.778 17.339 -43.777
C -5.835 16.300 -44.361
O -6.614 15.524 -45.217
C -5.851 14.402 -45.706
H -7.044 17.623 -38.012
H -5.366 17.534 -38.623
H -6.159 16.194 -37.741
H -6.110 17.364 -41.141
H -7.566 18.004 -40.610
H -8.479 15.453 -41.495
H -6.838 15.392 -42.063
H -8.165 16.046 -43.723
H -6.266 18.145 -43.253
H -7.308 17.828 -44.594
H -5.589 15.645 -43.525
H -5.005 16.914 -44.709
H -6.481 13.924 -46.455
H -5.671 13.707 -44.886
H -4.857 14.665 -46.068
C -3.479 18.802 -35.731
O -3.078 17.576 -35.140
C -4.213 16.889 -34.864
C -3.884 15.706 -33.992
N -3.427 16.099 -32.617
C -3.056 15.024 -31.690
C -2.827 15.621 -30.284
O -1.845 16.616 -30.261
C -0.507 16.038 -30.253
H -4.200 19.260 -35.054
H -3.698 18.591 -36.778
H -2.575 19.403 -35.826
H -4.796 16.707 -35.768
H -4.937 17.438 -34.261
H -3.113 15.093 -34.459
H -4.826 15.177 -33.843
H -2.610 16.674 -32.764
H -2.128 14.552 -32.011
H -3.745 14.197 -31.518
H -2.513 14.911 -29.519
H -3.685 16.193 -29.931
H -0.440 15.531 -31.216
H -0.307 15.384 -29.404
H 0.147 16.910 -30.230
C -14.841 15.464 -36.358
O -13.912 16.600 -36.272
C -14.401 17.786 -35.670
C -13.290 18.787 -35.700
N -12.912 19.214 -37.048
C -11.580 19.881 -37.000
C -10.988 20.509 -38.309
O -10.941 19.606 -39.454
C -10.102 18.426 -39.189
H -15.698 15.755 -36.965
H -15.286 15.066 -35.446
H -14.473 14.598 -36.909
H -14.714 17.440 -34.686
H -15.330 18.046 -36.176
H -12.470 18.236 -35.240
H -13.573 19.662 -35.115
H -12.725 18.357 -37.548
H -10.770 19.188 -36.774
H -11.557 20.737 -36.325
H -9.992 20.935 -38.186
H -11.647 21.366 -38.449
H -10.156 17.854 -40.116
H -10.478 17.729 -38.440
H -9.048 18.694 -39.114
C -7.093 20.875 -43.032
O -6.753 21.080 -41.676
C -7.819 21.662 -40.913
C -7.580 21.434 -39.428
N -6.365 22.037 -38.998
C -5.984 21.554 -37.652
C -4.638 22.057 -37.132
O -3.598 21.315 -37.780
C -2.281 21.820 -37.717
H -7.335 21.889 -43.350
H -7.993 20.323 -43.304
H -6.226 20.528 -43.594
H -8.760 21.152 -41.118
H -7.790 22.733 -41.116
H -7.570 20.365 -39.214
H -8.423 21.811 -38.849
H -5.623 21.659 -39.571
H -5.983 20.464 -37.611
H -6.734 21.938 -36.960
H -4.585 22.054 -36.044
H -4.676 23.115 -37.391
H -1.602 21.029 -38.034
H -2.111 22.121 -36.683
H -2.278 22.698 -38.362
C -6.375 16.275 -27.713
O -6.520 17.635 -27.833
C -7.641 18.099 -27.043
C -7.943 19.494 -27.490
N -8.691 19.898 -28.681
C -9.927 19.120 -28.811
C -10.851 19.714 -29.943
O -10.065 20.060 -31.145
C -10.893 20.424 -32.204
H -6.031 16.117 -26.690
H -5.543 15.951 -28.338
H -7.254 15.733 -28.062
H -7.403 18.030 -25.981
H -8.525 17.483 -27.210
H -6.995 19.978 -27.726
H -8.363 20.085 -26.676
H -9.012 20.814 -28.404
H -10.505 19.169 -27.888
H -9.791 18.058 -29.013
H -11.331 20.554 -29.442
H -11.612 18.980 -30.208
H -10.200 21.019 -32.799
H -11.719 21.116 -32.040
H -11.250 19.585 -32.801
C -9.611 16.985 -31.500
O -8.541 17.872 -31.202
C -7.290 17.186 -31.291
C -6.007 18.076 -31.119
N -6.119 19.186 -30.128
C -4.816 19.978 -30.259
C -4.772 20.892 -31.505
O -5.998 21.581 -31.706
C -5.862 22.656 -32.711
H -9.830 16.246 -30.730
H -9.460 16.611 -32.513
H -10.509 17.576 -31.680
H -7.124 16.607 -32.199
H -7.195 16.481 -30.466
H -5.678 18.533 -32.053
H -5.220 17.383 -30.823
H -6.092 18.730 -29.227
H -3.885 19.457 -30.039
H -4.932 20.599 -29.371
H -4.531 20.313 -32.396
H -3.951 21.607 -31.444
H -6.790 22.889 -33.233
H -5.074 22.525 -33.453
H -5.637 23.487 -32.043
C -7.885 10.671 -35.056
O -8.912 10.516 -36.068
C -10.230 10.580 -35.488
C -11.106 10.679 -36.728
N -11.092 12.063 -37.216
C -11.874 13.070 -36.420
C -11.418 14.527 -36.640
O -10.076 14.443 -36.119
C -9.380 15.652 -36.134
H -6.862 10.723 -35.427
H -7.931 9.711 -34.542
H -8.090 11.452 -34.324
H -10.327 11.456 -34.847
H -10.400 9.691 -34.880
H -12.112 10.295 -36.557
H -10.604 10.020 -37.437
H -10.116 12.264 -37.050
H -11.798 12.730 -35.387
H -12.923 12.944 -36.685
H -11.923 15.200 -35.947
H -11.590 14.876 -37.658
H -8.765 15.793 -35.246
H -10.095 16.473 -36.084
H -8.714 15.632 -36.997
C -13.070 22.940 -35.362
O -12.136 23.972 -35.125
C -10.869 23.475 -34.802
C -9.846 24.558 -34.738
N -9.671 25.305 -36.003
C -8.850 24.623 -36.932
C -8.972 25.291 -38.268
O -10.209 24.756 -38.780
C -10.324 24.413 -40.148
H -13.290 22.369 -34.460
H -12.794 22.229 -36.140
H -13.952 23.473 -35.718
H -10.540 22.762 -35.557
H -10.984 22.848 -33.918
H -8.913 24.041 -34.517
H -10.008 25.238 -33.902
H -10.593 25.302 -36.415
H -8.979 23.548 -37.052
H -7.839 24.790 -36.559
H -8.183 24.880 -38.897
H -8.833 26.372 -38.291
H -9.729 23.541 -40.419
H -9.929 25.207 -40.782
H -11.341 24.240 -40.499

Cartesian forces (eV/Å) of the 3 atoms listed first:
1.28 -1.70 0.75
0.84 -1.95 -4.75
-0.06 0.04 0.99

Calculated total energy = -147670.647 eV
Total charge = +1
Kohn-Sham gap (spin up / spin down) = 6.778 / 6.409 eV
HOMO (spin up / spin down) = -9.7 / -9.7 eV
Spin multiplicity = 4
<S²> = 3.754
Molar mass = 1261.43 g mol⁻¹
LUMO level (spin up / spin down) = -2.924 / -3.294 eV

These are the Löwdin partial charges, in e, on atoms 1 to 6: atom 1 (V): 1.0831, atom 2 (P): 0.2109, atom 3 (F): -0.1272, atom 4 (F): -0.1809, atom 5 (F): -0.1444, atom 6 (F): -0.1620